1.
Density functional theory data (ωB97M-V/def2-TZVPD) for a cluster of 7 separate species, C36H80F6N7O12S6 in total.

Element x y z (Å)
C (8.42760, 0.45340, 3.07464)
C (7.23210, -0.02229, 2.27007)
C (6.32419, -0.86557, 3.14417)
N (4.84247, -0.78358, 2.59832)
C (3.80426, -1.77962, 3.26949)
C (4.01888, -3.24294, 3.08116)
C (4.09151, -3.59654, 1.53377)
C (5.06156, -2.65146, 0.86728)
C (4.72079, -1.15571, 1.08014)
C (4.10974, 0.59939, 2.88445)
H (8.14237, 0.96296, 3.99502)
H (9.13419, 1.02399, 2.47194)
H (9.09192, -0.36662, 3.34731)
H (7.59609, -0.52333, 1.37309)
H (6.62645, 0.81795, 1.93052)
H (6.16631, -0.49416, 4.15671)
H (6.53285, -1.93357, 3.08141)
H (3.88563, -1.51715, 4.32428)
H (2.81140, -1.48332, 2.93107)
H (4.97948, -3.52376, 3.51301)
H (3.21184, -3.69468, 3.65798)
H (4.43286, -4.58890, 1.23916)
H (3.04190, -3.52157, 1.24953)
H (6.08770, -2.79486, 1.20576)
H (5.06043, -2.90549, -0.19271)
H (5.54328, -0.68041, 0.54562)
H (3.69393, -0.95944, 0.77168)
H (3.17059, 0.51060, 2.33836)
H (4.59551, 1.39108, 2.31405)
H (4.13358, 0.85968, 3.94265)
C (-0.35066, 2.81553, 4.24911)
C (-1.74792, 2.33743, 4.61400)
C (-1.99444, 0.86636, 3.98810)
N (-3.42070, 0.22771, 4.28633)
C (-4.53526, 1.21206, 3.72762)
C (-4.53392, 1.24378, 2.17524)
C (-4.65780, -0.14708, 1.57703)
C (-3.64158, -1.16336, 2.23056)
C (-3.54123, -1.23669, 3.70267)
C (-3.63346, 0.18979, 5.70430)
H (0.30815, 2.02017, 4.59764)
H (0.04735, 3.70848, 4.73111)
H (-0.45330, 3.06768, 3.19365)
H (-2.46960, 3.10278, 4.32850)
H (-1.85371, 2.26996, 5.69675)
H (-1.28068, 0.07575, 4.21958)
H (-1.81136, 0.98858, 2.92056)
H (-4.49619, 2.24004, 4.08792)
H (-5.49668, 0.86275, 4.10411)
H (-3.63941, 1.72607, 1.78109)
H (-5.30697, 1.93720, 1.84409)
H (-4.52211, -0.06135, 0.49891)
H (-5.63793, -0.62302, 1.60752)
H (-2.63885, -0.99774, 1.83659)
H (-3.92565, -2.18498, 1.97816)
H (-2.68221, -1.81726, 4.03899)
H (-4.52845, -1.62259, 3.95679)
H (-3.56914, 1.15268, 6.21106)
H (-2.97494, -0.53086, 6.18920)
H (-4.59357, -0.27639, 5.92558)
C (1.38865, 1.44114, -4.21577)
C (0.46020, 2.49540, -3.67130)
C (0.89499, 2.92024, -2.27282)
N (-0.06001, 3.91380, -1.52247)
C (-1.46658, 3.28187, -1.62526)
C (-2.52534, 3.93152, -0.52337)
C (-1.91224, 4.04044, 0.77778)
C (-0.57508, 4.90039, 0.80409)
C (0.38006, 3.96916, -0.01966)
C (-0.06353, 5.29829, -2.14737)
H (1.09112, 1.16088, -5.22623)
H (1.41782, 0.57274, -3.55764)
H (2.38710, 1.85541, -4.35567)
H (-0.51868, 2.02267, -3.59117)
H (0.51096, 3.33764, -4.36134)
H (1.88249, 3.37216, -2.17947)
H (0.86850, 2.03056, -1.64363)
H (-1.43411, 2.23653, -1.31815)
H (-1.87002, 3.29004, -2.63781)
H (-3.40422, 3.28816, -0.48153)
H (-2.90612, 4.91635, -0.79397)
H (-1.72468, 2.99359, 1.01658)
H (-2.70525, 4.27141, 1.48904)
H (-0.30558, 5.12520, 1.83605)
H (-0.87625, 5.86313, 0.39113)
H (0.36196, 2.90421, 0.21196)
H (1.38899, 4.37330, -0.10239)
H (-0.15679, 5.16688, -3.22539)
H (0.79805, 5.89726, -1.85240)
H (-0.93987, 5.83122, -1.77843)
C (-0.82644, -1.96239, -4.72004)
C (-2.20576, -2.73701, -4.77223)
C (-3.23468, -2.22751, -3.76814)
N (-4.61072, -3.01374, -3.60485)
C (-5.66969, -2.93078, -4.76295)
C (-6.37368, -1.52533, -4.76153)
C (-6.96770, -1.07878, -3.41026)
C (-5.89299, -1.09212, -2.31283)
C (-5.34358, -2.50495, -2.28831)
C (-4.31927, -4.47327, -3.38102)
H (-0.36246, -1.84174, -3.74112)
H (-1.02137, -0.96079, -5.10331)
H (-0.01942, -2.44007, -5.27560)
H (-2.02959, -3.77087, -4.47525)
H (-2.72676, -2.81432, -5.72653)
H (-3.47591, -1.19502, -4.02084)
H (-2.75146, -2.37608, -2.80247)
H (-5.09695, -3.23905, -5.63762)
H (-6.38457, -3.69229, -4.45126)
H (-5.61894, -0.80939, -5.08693)
H (-7.21878, -1.50383, -5.44960)
H (-7.51508, -0.13644, -3.43203)
H (-7.87004, -1.61605, -3.11832)
H (-5.03577, -0.52143, -2.67000)
H (-6.20044, -0.85156, -1.29513)
H (-4.55185, -2.43211, -1.54268)
H (-5.99365, -3.33734, -2.01882)
H (-3.94488, -4.92837, -4.29798)
H (-5.24445, -4.99872, -3.14431)
H (-3.75443, -4.54080, -2.45123)
N (5.63158, 2.57792, 0.50835)
S (4.55467, 3.18543, -0.35895)
O (4.28320, 2.49060, -1.64280)
O (4.32704, 4.61498, -0.25932)
F (3.37966, 2.59075, 0.65595)
S (6.83879, 3.16369, -0.47204)
O (6.91266, 4.56100, -0.90399)
O (7.46126, 2.24591, -1.41102)
F (7.87989, 3.05608, 0.77802)
N (-1.04256, 0.30340, 0.51938)
S (-1.07552, -0.57704, -0.73767)
O (-1.30955, -1.97957, -0.45828)
O (-0.36533, -0.08152, -1.88268)
F (-2.52930, -0.11519, -1.18650)
S (0.60684, -0.29886, 0.79496)
O (1.72229, 0.59873, 0.37140)
O (0.94758, -1.70624, 0.68141)
F (0.66924, -0.12217, 2.36738)
N (3.60363, -4.14103, -2.03671)
S (3.61564, -5.85915, -2.07658)
O (2.94889, -6.57094, -3.13480)
O (3.66786, -6.65847, -0.87578)
F (5.16654, -5.89707, -2.55933)
S (2.07682, -4.07427, -2.17301)
O (1.25186, -4.83177, -1.21414)
O (1.75819, -4.01911, -3.56308)
F (1.90308, -2.52348, -1.63266)

2S+1: 2
Total energy, eV: -154920.359
Total charge: +2

Löwdin atomic charge list, values in e, 99 entries: -0.085 -0.235 -0.071 -0.182 -0.126 -0.142 -0.163 -0.166 -0.057 0.043 0.084 0.082 0.080 0.125 0.074 0.133 0.117 0.129 0.105 0.112 0.125 0.109 0.100 0.117 0.104 0.123 0.114 0.058 0.060 0.110 -0.080 -0.202 -0.053 -0.217 -0.057 -0.155 -0.151 -0.171 -0.074 -0.054 0.084 0.091 0.058 0.102 0.096 0.125 0.079 0.125 0.134 0.089 0.126 0.086 0.113 0.077 0.129 0.147 0.141 0.111 0.120 0.114 -0.085 -0.234 -0.096 -0.222 -0.047 -0.163 -0.260 -0.079 -0.048 0.040 0.081 0.070 0.090 0.092 0.116 0.129 0.096 0.083 0.125 0.109 0.113 0.073 0.116 0.109 0.109 0.106 0.121 0.103 0.121 0.090 -0.050 -0.198 -0.101 -0.220 -0.044 -0.128 -0.189 -0.155 -0.101



2.
Density functional theory data (ωB97M-V/def2-TZVPD) for a cluster of 13 separate species, C36H81Cl18N7O11 in total.

Element x y z (Å)
O (18.10293, -6.86671, 32.45752)
C (17.52096, -7.46525, 31.58652)
N (16.33340, -7.24561, 31.30555)
C (18.32960, -8.50822, 30.82131)
H (15.75893, -6.76052, 31.97993)
H (15.89667, -7.57459, 30.45635)
H (19.36590, -8.41318, 31.14557)
H (18.20859, -8.32291, 29.75401)
H (17.85350, -9.46186, 31.04929)
O (10.61732, -15.85557, 25.42888)
C (11.58045, -15.70799, 26.18906)
N (11.35321, -16.12199, 27.49742)
C (12.95118, -15.25306, 25.72825)
H (10.53318, -16.64503, 27.76964)
H (12.15052, -16.12149, 28.11742)
H (13.75612, -15.83349, 26.17911)
H (13.18704, -14.25516, 26.09791)
H (13.13488, -15.26470, 24.65391)
O (17.43332, -11.59114, 28.73227)
C (18.33612, -12.21879, 28.21099)
N (18.45882, -12.41800, 26.92780)
C (19.36131, -12.81595, 29.08135)
H (18.06567, -11.79992, 26.23246)
H (19.09448, -13.13069, 26.59901)
H (19.39256, -13.89448, 28.92675)
H (19.01523, -12.77560, 30.11417)
H (20.40706, -12.52268, 28.98907)
C (13.22528, -18.65006, 34.12352)
Cl (12.86564, -16.93464, 34.20341)
Cl (13.63332, -19.33704, 35.66322)
Cl (14.63762, -18.80119, 33.08203)
H (12.36874, -19.19327, 33.72434)
C (12.83373, -12.07119, 34.72694)
Cl (12.04879, -13.70284, 35.00021)
Cl (14.14321, -11.70912, 35.86791)
Cl (11.58631, -10.85944, 34.98514)
H (13.13018, -11.87574, 33.69640)
C (18.03692, -16.73175, 26.86364)
Cl (17.37338, -15.19234, 26.25972)
Cl (16.97769, -18.13777, 26.68672)
Cl (18.48593, -16.55735, 28.58869)
H (18.99342, -17.01649, 26.42534)
C (9.34631, -13.61483, 30.01429)
Cl (9.53860, -13.27588, 28.24348)
Cl (7.85311, -14.54315, 30.36253)
Cl (9.36547, -11.99661, 30.79795)
H (10.21958, -14.15728, 30.37657)
C (17.47964, -11.62854, 33.74165)
Cl (16.78812, -12.55134, 32.36372)
Cl (16.64377, -10.12137, 33.96680)
Cl (19.21566, -11.37871, 33.36558)
H (17.43349, -12.32372, 34.57992)
C (8.70530, -6.25133, 33.19981)
Cl (8.38832, -5.22591, 31.70140)
Cl (8.11515, -5.33372, 34.60024)
Cl (10.38384, -6.75090, 33.30044)
H (8.03433, -7.10985, 33.17067)
C (15.51978, -16.08097, 30.58163)
O (14.49439, -15.59511, 29.77608)
C (14.07160, -14.25789, 30.15190)
C (14.07468, -13.37212, 28.84657)
N (14.35653, -11.94162, 28.92019)
C (13.36917, -11.29063, 29.84145)
C (13.93619, -10.29910, 30.86525)
O (12.92681, -9.90437, 31.76309)
C (13.42540, -8.87743, 32.61810)
H (16.46431, -15.54140, 30.51210)
H (15.66520, -17.06623, 30.13869)
H (15.34469, -16.28982, 31.63701)
H (14.52633, -13.73952, 30.99607)
H (13.01969, -14.24124, 30.43705)
H (13.12358, -13.44120, 28.31858)
H (14.82257, -13.70447, 28.12664)
H (15.34575, -11.82535, 29.08761)
H (12.83085, -11.97252, 30.49973)
H (12.58854, -10.68547, 29.38046)
H (14.54605, -9.51328, 30.41952)
H (14.69592, -10.86012, 31.40946)
H (14.29063, -9.16483, 33.21550)
H (12.67121, -8.44212, 33.27370)
H (13.77417, -8.01411, 32.05142)
C (10.60018, -6.62620, 39.49722)
O (11.86900, -7.13306, 39.13118)
C (12.55849, -6.39037, 38.16467)
C (12.24536, -6.97942, 36.66507)
N (12.77631, -6.16799, 35.55356)
C (14.19766, -6.24899, 35.22035)
C (14.66030, -5.37253, 34.09140)
O (14.19957, -5.97828, 32.84685)
C (14.19267, -5.17204, 31.59871)
H (9.87954, -6.95165, 38.74696)
H (10.41918, -5.61331, 39.85694)
H (10.42731, -7.21706, 40.39671)
H (13.63719, -6.31525, 38.30208)
H (12.27462, -5.33801, 38.15796)
H (11.15976, -6.93133, 36.57991)
H (12.45254, -8.04827, 36.71729)
H (12.30272, -6.46982, 34.71409)
H (14.37745, -7.30366, 35.01190)
H (14.70943, -5.84249, 36.09267)
H (15.73849, -5.21966, 34.04412)
H (14.17088, -4.42034, 34.29614)
H (13.23382, -4.66560, 31.48813)
H (14.30471, -5.74507, 30.67828)
H (15.04071, -4.48728, 31.59658)
C (16.82398, -16.30555, 34.51402)
O (18.17657, -16.08522, 34.81287)
C (19.03238, -17.14988, 35.20750)
C (20.51760, -16.66598, 35.58874)
N (21.17116, -16.15442, 34.39086)
C (20.84977, -14.91966, 33.81543)
C (21.14000, -14.94697, 32.26365)
O (22.41202, -14.55346, 31.77063)
C (22.62999, -13.14359, 31.64437)
H (16.89393, -17.04656, 33.71772)
H (16.28875, -15.41803, 34.17649)
H (16.26747, -16.74630, 35.34116)
H (19.13772, -17.91307, 34.43644)
H (18.51051, -17.60899, 36.04712)
H (21.00483, -17.55749, 35.98360)
H (20.36459, -16.04265, 36.46974)
H (22.16664, -16.30509, 34.47093)
H (21.50411, -14.33142, 34.45879)
H (19.81968, -14.60491, 33.98264)
H (20.24783, -14.52494, 31.80104)
H (21.04811, -15.97699, 31.91908)
H (22.35102, -12.83858, 30.63578)
H (23.71534, -13.04846, 31.67705)
H (22.14342, -12.61422, 32.46358)
C (14.96791, -13.03494, 22.44410)
O (14.18772, -11.92455, 22.92199)
C (14.66207, -11.72022, 24.18330)
C (13.65584, -10.80189, 24.88696)
N (14.35384, -10.03540, 25.94819)
C (13.82375, -8.68718, 26.15566)
C (14.37841, -7.96399, 27.40959)
O (13.71016, -8.38033, 28.59624)
C (12.55509, -7.68130, 28.92063)
H (14.79722, -14.05653, 22.78369)
H (16.02159, -12.75800, 22.47822)
H (14.73011, -13.18328, 21.39075)
H (15.56385, -11.12185, 24.05361)
H (14.87370, -12.60845, 24.77858)
H (12.76200, -11.32877, 25.22097)
H (13.32700, -10.10372, 24.11722)
H (14.28820, -10.62120, 26.76833)
H (12.74052, -8.80786, 26.16855)
H (13.95238, -8.10843, 25.24101)
H (14.38963, -6.89382, 27.20293)
H (15.41257, -8.25698, 27.59056)
H (12.01306, -7.37778, 28.02499)
H (12.71169, -6.86420, 29.62486)
H (11.94117, -8.36642, 29.50527)

Total energy, eV: -296993.533

Löwdin atomic charge list, values in e, 99 entries: 0.029 -0.712 0.208 0.004 0.076 0.116 0.084 0.076 0.053 0.005 -0.549 0.132 0.000 0.105 0.079 0.072 0.056 0.081 0.024 -0.643 0.142 -0.012 0.124 0.079 0.038 0.060 0.086 -1.563 0.508 0.554 0.538 0.025 -1.465 0.469 0.520 0.532 0.005 -1.487 0.565 0.538 0.537 0.013 -1.465 0.488 0.511 0.488 0.003 -1.478 0.525 0.601 0.527 0.018 -1.473 0.458 0.517 0.611 0.014 -0.161 -0.181 -0.166 -0.200 -0.024 -0.164 -0.255 -0.177 -0.124 0.060 0.080 0.048 0.086 0.095 0.093 0.103 0.064 0.098 0.104 0.102 0.071 0.034 0.040 0.058 -0.112 -0.186 -0.203 -0.166 -0.068 -0.208 -0.171 -0.273 -0.057 0.084 0.089 0.086 0.104 0.109 0.094 0.096 -0.010 0.113